# 1
Density functional theory data (ωB97M-V/def2-TZVPD) for C30H64MgO20S6 as an isolated structure at a distorted geometry.

The geometry in XYZ format:
```
121
Properties=species:S:1:pos:R:3:lowdin_charge:R:1
Mg -14.649 9.511 2.970 1.081
O -14.127 11.416 5.270 -0.361
C -14.827 11.247 6.505 -0.357
C -15.242 9.766 6.963 -0.342
O -15.479 8.904 5.855 -0.347
H -15.750 11.827 6.503 0.076
H -14.332 11.648 7.390 0.084
H -16.110 9.831 7.619 0.086
H -14.423 9.304 7.515 0.082
C -7.174 13.246 7.083 -0.022
C -8.704 13.353 7.318 -0.313
C -9.172 12.296 8.242 -0.121
O -9.446 12.961 9.458 0.076
C -9.437 14.297 9.265 -0.532
O -9.953 15.089 10.005 0.156
O -8.838 14.571 8.068 0.061
H -6.562 13.306 7.983 0.094
H -6.900 14.160 6.556 0.082
H -7.073 12.326 6.508 0.085
H -9.279 13.464 6.398 0.157
H -8.346 11.608 8.423 0.133
H -10.054 11.855 7.779 0.143
C -16.252 18.234 8.821 -0.006
C -15.583 18.593 7.496 -0.308
C -15.892 17.761 6.327 -0.142
O -16.188 18.664 5.331 0.103
C -16.273 19.887 5.830 -0.615
O -16.421 20.853 5.088 0.119
O -16.066 19.882 7.084 0.136
H -15.685 17.349 9.112 0.093
H -17.297 17.984 8.638 0.088
H -16.315 19.013 9.581 0.090
H -14.502 18.648 7.625 0.157
H -16.720 17.085 6.539 0.141
H -15.013 17.145 6.137 0.144
C -21.659 9.890 8.039 -0.009
C -21.389 11.053 7.088 -0.369
C -22.522 11.335 6.207 -0.111
O -22.375 12.724 6.083 0.091
C -21.737 13.196 7.136 -0.569
O -21.412 14.365 7.286 0.127
O -21.256 12.194 7.850 0.112
H -22.599 10.038 8.572 0.089
H -20.828 9.664 8.707 0.089
H -21.872 8.992 7.459 0.087
H -20.445 10.930 6.556 0.172
H -23.487 11.190 6.693 0.140
H -22.625 10.802 5.262 0.150
C -14.443 2.938 5.521 -0.016
C -13.833 2.546 6.905 -0.248
C -14.588 3.163 8.065 -0.121
O -14.882 2.141 8.999 0.083
C -14.839 0.991 8.275 -0.614
O -15.213 -0.084 8.627 0.161
O -14.312 1.217 7.124 0.086
H -14.269 2.171 4.766 0.080
H -14.117 3.926 5.197 0.083
H -15.529 3.013 5.464 0.083
H -12.749 2.603 7.005 0.155
H -15.511 3.612 7.698 0.133
H -14.044 3.943 8.598 0.138
C -9.788 7.384 13.258 -0.257
S -9.580 5.679 12.598 0.816
O -10.806 4.784 12.936 -0.585
C -9.712 6.157 10.825 -0.262
H -8.932 7.905 12.829 0.047
H -9.729 7.316 14.344 0.048
H -10.803 7.668 12.981 0.055
H -8.851 6.789 10.604 0.043
H -10.666 6.683 10.827 0.047
H -9.675 5.313 10.137 0.049
C -18.045 14.021 1.116 -0.264
S -18.845 12.402 1.310 0.820
O -17.739 11.374 1.385 -0.600
C -19.565 12.224 -0.400 -0.247
H -17.523 14.000 0.160 0.046
H -17.309 14.164 1.906 0.053
H -18.719 14.876 1.181 0.054
H -18.736 12.221 -1.108 0.045
H -20.223 13.067 -0.613 0.047
H -20.074 11.272 -0.551 0.046
C -20.443 12.635 13.309 -0.262
S -18.681 12.935 13.803 0.830
O -18.226 11.585 14.344 -0.596
C -17.953 13.005 12.086 -0.244
H -21.021 12.382 14.198 0.046
H -20.532 11.845 12.564 0.049
H -20.804 13.532 12.805 0.041
H -16.904 13.274 12.207 0.043
H -18.518 13.788 11.580 0.041
H -18.090 12.024 11.632 0.053
C -16.827 6.691 -2.246 -0.238
S -15.600 5.928 -1.038 0.847
O -15.824 6.760 0.226 -0.613
C -16.350 4.314 -0.728 -0.279
H -16.567 7.749 -2.274 0.043
H -17.878 6.670 -1.955 0.050
H -16.782 6.136 -3.183 0.042
H -15.864 3.538 -1.318 0.042
H -17.406 4.232 -0.988 0.050
H -16.254 3.991 0.309 0.055
C -9.192 5.987 2.839 -0.262
S -9.783 7.639 3.283 0.823
O -11.192 7.732 2.695 -0.595
C -8.765 8.709 2.231 -0.273
H -9.618 5.769 1.859 0.055
H -9.573 5.272 3.568 0.047
H -8.102 5.988 2.820 0.051
H -9.325 9.643 2.184 0.046
H -8.758 8.368 1.196 0.052
H -7.729 8.960 2.459 0.053
C -11.536 12.102 -2.265 -0.267
S -13.014 12.374 -1.238 0.833
O -13.084 11.379 -0.065 -0.615
C -12.581 13.892 -0.350 -0.251
H -11.329 11.056 -2.490 0.054
H -10.628 12.452 -1.773 0.045
H -11.636 12.594 -3.232 0.048
H -11.501 13.912 -0.200 0.049
H -13.043 13.897 0.638 0.059
H -13.005 14.660 -0.997 0.044
```

## Properties
- Energy relative to the best compared isomer or geometry (same formula, charge and spin): 289.68 kcal/mol
- Gap between HOMO and LUMO: 4.811 eV
- LUMO level: -1.98 eV

---

# 2
Density functional theory data (ωB97M-V/def2-TZVPD) for C30H64NO14 as an isolated structure at a distorted geometry.

The geometry in XYZ format:
```
109
Properties=species:S:1:pos:R:3:lowdin_charge:R:1
N -24.687 -0.375 -37.821 0.237
H -25.023 -1.067 -38.522 0.107
H -24.332 -0.732 -36.852 0.156
H -25.578 -0.199 -37.387 0.091
H -24.075 0.265 -38.176 0.019
O -26.390 -1.290 -35.356 0.073
C -27.446 -1.002 -34.839 -0.480
O -28.681 -0.893 -35.450 -0.018
C -28.905 -1.084 -36.838 -0.278
C -30.232 -0.530 -37.147 -0.084
C -27.315 -0.397 -33.457 0.017
H -28.806 -2.075 -36.945 0.072
H -28.212 -0.429 -37.508 0.137
H -30.604 -0.533 -38.213 0.092
H -30.328 0.589 -36.848 0.111
H -30.890 -1.130 -36.416 0.106
H -26.399 -0.099 -32.947 0.062
H -27.990 -1.025 -32.823 0.101
H -27.757 0.680 -33.595 0.110
O -22.388 -1.824 -35.592 0.119
C -21.505 -1.285 -35.058 -0.469
O -20.673 -0.378 -35.726 0.022
C -20.780 0.037 -37.045 -0.342
C -19.833 0.969 -37.416 -0.102
C -21.131 -1.250 -33.630 0.053
H -21.590 0.576 -37.294 0.071
H -20.715 -0.736 -37.821 0.147
H -19.874 1.196 -38.468 0.085
H -18.825 0.620 -37.483 0.083
H -20.043 2.041 -36.865 0.153
H -21.099 -2.161 -33.068 0.093
H -21.854 -0.564 -33.191 0.098
H -20.128 -1.004 -33.536 0.071
O -27.154 1.792 -37.291 0.147
C -26.828 2.865 -36.967 -0.552
O -26.183 3.791 -37.652 0.052
C -25.814 3.677 -38.993 -0.235
C -25.596 4.977 -39.612 -0.091
C -27.169 3.443 -35.576 0.031
H -26.390 3.171 -39.624 0.105
H -24.837 2.972 -38.930 0.110
H -25.318 4.758 -40.734 0.162
H -24.827 5.734 -39.248 0.163
H -26.495 5.554 -39.677 0.110
H -26.318 3.993 -35.066 0.097
H -27.368 2.656 -34.741 0.088
H -28.053 4.030 -35.606 0.066
O -23.795 1.742 -36.124 0.070
C -23.306 2.657 -35.460 -0.485
O -23.546 2.723 -34.190 0.041
C -24.431 1.797 -33.588 -0.221
C -24.167 1.714 -32.151 -0.038
C -22.596 3.900 -35.972 0.084
H -24.330 0.789 -34.115 0.141
H -25.428 1.966 -33.861 0.080
H -23.304 1.277 -31.826 0.054
H -24.991 1.556 -31.645 0.031
H -23.867 2.696 -31.734 0.114
H -22.369 4.028 -37.049 0.114
H -21.765 3.725 -35.571 0.008
H -23.163 4.644 -35.641 0.055
O -24.320 1.535 -39.158 -0.021
C -24.009 2.094 -40.233 -0.367
O -23.753 1.658 -41.453 0.005
C -23.841 0.314 -41.751 -0.271
C -23.865 0.270 -43.325 -0.061
C -23.847 3.678 -40.157 -0.072
H -24.773 -0.231 -41.495 0.092
H -23.159 -0.359 -41.304 0.099
H -24.153 -0.739 -43.743 0.096
H -22.746 0.584 -43.661 0.125
H -24.452 1.048 -43.797 0.043
H -23.370 3.962 -39.313 0.052
H -24.689 4.439 -40.326 -0.090
H -23.181 4.033 -40.971 0.119
O -23.974 -2.307 -37.993 0.015
C -23.319 -3.025 -38.719 -0.404
O -22.474 -4.017 -38.272 -0.012
C -22.369 -4.200 -36.901 -0.252
C -21.178 -5.154 -36.669 -0.014
C -23.374 -3.110 -40.330 0.040
H -23.288 -4.505 -36.298 0.145
H -22.208 -3.257 -36.387 0.053
H -20.217 -4.550 -36.680 0.108
H -21.296 -5.873 -37.212 -0.039
H -21.178 -5.429 -35.544 0.120
H -24.005 -2.270 -40.693 0.091
H -23.547 -4.110 -40.497 0.016
H -22.327 -2.888 -40.608 0.103
C -26.675 1.307 -42.502 -0.020
C -27.026 0.482 -41.322 -0.401
O -26.141 0.466 -40.345 -0.049
C -28.335 -0.149 -41.127 -0.007
H -26.585 0.611 -43.465 0.134
H -25.505 1.601 -42.258 0.113
H -27.389 2.073 -42.823 0.093
H -29.024 0.567 -40.887 0.058
H -28.330 -1.081 -40.495 0.098
H -28.577 -0.497 -42.199 0.120
C -26.497 -4.408 -37.366 -0.028
C -26.078 -3.829 -38.741 -0.354
O -26.636 -2.656 -39.166 -0.061
C -25.376 -4.788 -39.636 -0.050
H -25.433 -4.568 -37.051 0.056
H -27.251 -5.254 -37.486 0.104
H -26.885 -3.739 -36.321 0.156
H -24.334 -5.159 -39.200 0.144
H -25.082 -4.381 -40.589 0.058
H -26.028 -5.576 -39.921 0.095
```

## Properties
- Energy relative to the best compared isomer or geometry (same formula, charge and spin): 234.68 kcal/mol
- Charge: +1
- Gap between HOMO and LUMO: 9.203 eV
- LUMO level: -1.67 eV

---

Number 1: HOMO -6.788 eV, E_tot -5275.0087 Eh. Number 2: HOMO -10.872 eV, E_tot -2288.6738 Eh.